[1]
68
Properties=species:S:1:pos:R:3:forces:R:3:lowdin_charge:R:1 method="wB97M-V/def2-TZVPD" mol_weight_g_mol=756.3 orbital_gap_ha=0.2130 lumo_energy_ev=-5.84 total_charge=+1 energy_ev=-92670.3012 fmax_ev_per_a=3.42 e_homo_ev=-11.634
Sn -1.47629 2.69175 -0.12058 0.14 0.24 -0.43 1.295
O -4.28134 2.29048 2.04264 -0.19 -0.02 0.19 -0.277
S -3.10196 3.09111 2.06410 0.54 0.06 -0.53 0.333
O -2.85063 3.95476 3.17674 -0.05 0.03 0.11 -0.291
O -1.84224 2.16250 1.84140 -0.25 -0.24 0.32 -0.559
O -2.95804 3.88274 0.72141 -0.25 -0.03 0.29 -0.529
N 3.36585 3.17511 2.43239 -0.10 -0.07 -0.04 0.145
N 2.08290 3.61695 2.15069 0.20 -0.04 0.05 -0.285
N 1.34809 4.20975 3.05626 -0.11 0.09 -0.05 0.162
C 0.20426 4.36716 2.39910 -0.08 0.11 0.10 -0.151
N 0.28602 3.88093 1.15674 0.22 -0.14 0.01 -0.089
N 1.50870 3.38888 1.01667 -0.04 0.08 -0.09 0.059
H 3.79040 3.86420 3.04640 0.04 -0.05 -0.09 0.110
H 3.86073 3.10016 1.54904 0.05 0.11 0.10 0.101
H -0.68997 4.79741 2.81991 -0.05 -0.02 0.04 0.115
F 2.45545 4.55358 -5.99768 -0.01 -0.04 0.05 0.170
C 2.29699 3.76082 -4.95389 0.03 0.10 -0.13 -0.118
C 3.36907 3.51714 -4.10967 -0.08 -0.04 0.04 -0.133
F 4.53862 4.08612 -4.35624 0.01 -0.04 0.07 0.156
C 3.20058 2.67227 -3.02661 -0.03 -0.05 0.05 -0.225
F 4.24079 2.43960 -2.22827 -0.05 -0.01 -0.02 0.101
C 1.96389 2.08819 -2.74277 -0.15 0.27 -0.77 -0.455
S 1.76015 1.08190 -1.35591 -0.74 -1.26 0.03 0.932
C 0.90054 2.36774 -3.61082 0.18 0.09 0.07 -0.220
F -0.28804 1.79958 -3.39238 0.04 -0.06 -0.04 0.066
C 1.05916 3.17883 -4.71858 0.03 -0.06 0.14 -0.134
F 0.05474 3.40911 -5.54983 -0.02 -0.03 0.05 0.156
O -1.60419 0.03253 -0.19630 0.31 -0.26 -0.31 -0.380
P -1.02237 -1.22172 0.33140 -0.59 0.24 0.47 0.582
N 0.05995 -1.76668 -0.94976 0.26 0.30 -0.27 -0.085
C 0.13269 -1.14482 -2.12112 -2.06 -2.74 0.09 -0.193
C 0.77276 -2.07158 -3.14033 0.33 0.36 -0.12 -0.094
C 0.79414 -3.42163 -2.41752 0.04 -0.14 0.04 -0.126
C 0.84623 -3.01308 -0.95511 0.18 -0.05 0.19 -0.123
N -2.11571 -2.38821 0.54690 0.10 -0.07 -0.06 -0.175
C -2.03807 -3.54971 1.45838 0.04 0.04 0.02 -0.180
C -2.96882 -4.55891 0.80302 0.01 -0.06 0.03 -0.163
C -4.07153 -3.67361 0.23267 -0.04 0.03 -0.01 -0.157
C -3.31184 -2.47450 -0.32771 -0.05 0.07 0.04 -0.160
N -0.06128 -1.24688 1.64626 0.09 0.07 -0.15 -0.177
C -0.66268 -0.71547 2.91114 -0.12 -0.08 0.05 -0.140
C 0.50733 -0.72286 3.90677 -0.06 0.00 0.06 -0.133
C 1.77137 -0.95960 3.06534 0.07 -0.06 -0.03 -0.148
C 1.32206 -0.73854 1.62596 0.00 0.13 0.05 -0.203
H 0.94074 -0.06375 -1.94816 1.74 2.39 0.48 -0.066
H -0.75057 -0.55000 -2.35598 0.49 0.77 0.05 0.148
H 1.78578 -1.74286 -3.37961 0.02 0.06 -0.03 0.133
H 0.20588 -2.07622 -4.06950 -0.02 0.09 0.02 0.134
H 1.63935 -4.04245 -2.70325 0.00 0.01 -0.03 0.127
H -0.12175 -3.97730 -2.61766 -0.02 0.01 -0.02 0.125
H 1.86989 -2.79429 -0.63727 -0.02 0.00 0.05 0.129
H 0.41664 -3.72783 -0.25805 -0.05 0.01 0.00 0.122
H -2.41075 -3.26840 2.44601 0.00 0.00 0.00 0.116
H -1.01256 -3.89688 1.57718 -0.01 0.00 -0.02 0.107
H -3.33470 -5.29875 1.51184 0.01 -0.01 -0.01 0.120
H -2.44950 -5.08417 -0.00213 0.02 -0.02 -0.01 0.113
H -4.73803 -3.34730 1.03206 -0.01 0.01 0.00 0.123
H -4.67174 -4.16583 -0.52918 -0.01 0.00 0.01 0.119
H -3.88108 -1.54799 -0.28983 0.02 0.00 0.00 0.122
H -3.00839 -2.65231 -1.36453 0.01 0.00 -0.01 0.115
H -1.49948 -1.33955 3.21760 0.04 -0.09 0.01 0.111
H -1.04904 0.29272 2.75211 0.05 0.00 -0.05 0.092
H 0.39042 -1.50553 4.65341 -0.02 0.01 0.00 0.112
H 0.54480 0.22767 4.43526 0.01 0.01 0.00 0.115
H 2.11499 -1.98813 3.17642 0.02 0.01 0.02 0.113
H 2.59228 -0.29856 3.33719 0.00 0.00 -0.02 0.112
H 1.93822 -1.27614 0.90639 -0.01 0.02 -0.02 0.095
H 1.34014 0.33039 1.37943 -0.01 0.01 0.00 0.085

[2]
50
Properties=species:S:1:pos:R:3:forces:R:3:lowdin_charge:R:1 method="wB97M-V/def2-TZVPD" mol_weight_g_mol=438.1 orbital_gap_ha=0.2936 lumo_energy_ev=0.56 energy_ev=-39465.8640 fmax_ev_per_a=1.73 e_homo_ev=-7.433
C 2.33906 3.27805 -0.37134 0.05 -0.46 -0.35 -0.070
C 1.77580 2.75594 0.78677 -0.21 -0.08 0.16 -0.052
C 1.06473 1.54336 0.78477 0.37 -0.18 -0.08 -0.261
C 0.95015 0.81370 -0.41489 0.07 0.02 -0.05 -0.223
C 1.41368 1.40729 -1.60603 0.15 -0.11 -0.05 -0.327
C 2.15905 2.58826 -1.57543 -0.42 0.10 0.48 -0.051
C 0.54195 1.02572 2.10836 0.41 -0.15 0.28 -0.138
C -0.97325 0.90203 2.34953 -0.88 0.45 -0.08 -0.192
N -1.82431 0.68320 1.19029 0.62 -0.91 -0.60 -0.306
Sn 0.29367 -1.26988 -0.50809 -1.49 -0.43 0.10 0.972
C 1.11071 0.77549 -2.95109 -0.12 -0.17 -0.51 -0.342
P -0.57414 0.01144 -2.94344 0.52 0.81 -0.32 0.734
H 1.91279 3.25279 1.75103 -0.07 0.03 -0.37 0.110
H 2.58082 2.94260 -2.50793 -0.03 0.20 0.05 0.107
H 2.93032 4.19170 -0.35064 -0.15 -0.18 0.06 0.103
H 1.81901 -0.02884 -3.20422 -0.05 0.26 0.02 0.086
H 1.08860 1.52000 -3.76343 0.51 -0.10 0.26 0.085
H 0.99336 0.04051 2.31444 -0.11 0.41 -0.14 0.088
H 0.89160 1.71208 2.89240 0.13 -0.29 -0.13 0.110
H -1.13813 0.05459 3.03742 0.08 0.44 -0.17 0.119
C -0.58005 -0.94770 -4.49023 -0.12 0.07 -0.36 -0.284
C -1.56010 1.49552 -3.32676 -0.22 0.14 -0.41 -0.283
H -1.32556 1.82817 2.84565 0.12 -0.21 0.20 0.119
C -2.14493 1.84726 0.38996 0.19 0.01 0.27 -0.090
C -2.97840 -0.16019 1.43943 0.22 0.24 0.10 -0.105
H 0.90311 -2.28917 -1.76701 0.75 0.34 0.10 -0.060
H -2.82717 2.53539 0.92721 0.11 0.00 -0.08 0.090
H -1.21728 2.38371 0.12963 -0.49 -0.13 0.02 0.082
H -2.65182 1.50981 -0.52395 0.19 0.17 0.13 0.076
H -3.74031 0.37645 2.03345 -0.05 -0.21 0.01 0.086
H -3.42741 -0.45247 0.48054 0.10 -0.04 0.25 0.081
H -2.64687 -1.05520 1.98732 -0.29 0.22 -0.23 0.073
H -1.33248 1.83993 -4.34835 -0.23 0.09 0.27 0.042
H -2.61829 1.22407 -3.23881 0.10 0.21 -0.17 0.036
H -1.35856 2.30391 -2.60906 0.05 -0.32 -0.17 0.040
H -0.42788 -0.30041 -5.36542 -0.02 -0.27 0.06 0.041
H 0.19684 -1.72554 -4.45569 -0.22 0.27 0.03 0.039
H -1.55576 -1.44753 -4.56212 0.24 0.10 -0.14 0.041
H -1.25942 -1.59970 -1.22798 -0.13 -0.41 1.67 -0.113
F 1.93350 -4.63950 4.52240 -0.26 0.47 -0.58 0.029
C 1.52510 -3.85180 3.47613 0.05 -0.30 0.25 -0.262
C 0.18413 -3.88228 3.10511 0.20 0.46 -0.42 -0.008
C -0.21752 -3.09315 2.01153 0.37 -0.41 0.58 -0.123
C 0.71712 -2.31083 1.33981 0.08 0.50 -0.70 -0.369
C 2.05236 -2.29214 1.74007 0.11 -0.74 0.75 -0.147
C 2.47721 -3.08100 2.82079 -0.34 0.29 -0.37 -0.009
H -0.53338 -4.50275 3.62785 0.17 -0.01 0.08 0.114
H -1.26325 -3.13131 1.69750 0.32 0.06 0.01 0.095
H 2.79944 -1.69446 1.21202 -0.23 -0.11 0.12 0.103
H 3.52215 -3.08712 3.11052 -0.16 -0.13 0.16 0.116